The following is a quantum chemistry calculation of a structure of composition C3H6O3 at a distorted geometry, from OMol25.

```
! wB97M-V def2-TZVPD RIJCOSX def2/J DEFGRID3
* xyz 0 1
H -0.42 -1.81 1.08
C -0.66 1.42 -0.11
O 1.74 -1.13 0.29
H -0.05 -2.23 -0.67
H -1.12 1.46 0.88
H -1.51 -1.25 -0.28
H 0.08 2.22 -0.19
H -1.42 1.52 -0.89
C -0.52 -1.55 0.03
O 2.22 1.10 0.11
C 1.63 0.07 0.03
O 0.04 0.19 -0.29
*
```

## Properties
- HOMO energy: -0.3737 Ha
- Relative energy (zero: lowest compared OMol25 entry of this formula, charge and spin): 75.3 kcal per mole

Atomic charges from the Löwdin analysis, expressed in e, are listed below: 0.084, -0.053, 0.019, 0.080, 0.096, 0.070, 0.098, 0.090, 0.213, 0.114, -0.604, -0.207

=====

The following is a quantum chemistry calculation of the molecule C12H30Si2 at a distorted geometry, from OMol25.

```
! wB97M-V def2-TZVPD RIJCOSX def2/J DEFGRID3
* xyz 0 1
H 1.88 1.31 3.49
H 0.08 -2.96 -1.76
C 1.89 1.21 1.37
H -0.24 3.23 1.08
H -0.09 -2.12 1.88
C -2.48 -0.54 1.29
H 1.15 -1.76 0.53
H -2.27 0.33 1.91
H 1.86 2.18 -1.66
C -0.27 -2.05 -2.26
H -3.42 -0.40 0.84
C 0.12 -2.02 0.80
C -1.48 -1.54 -1.54
C -0.61 2.62 0.32
H -1.65 0.33 -2.76
H 0.58 -1.33 -2.30
C 2.83 0.03 1.38
C -2.24 -0.48 -2.34
C 2.71 2.55 1.01
H -2.77 -2.99 -2.43
H -0.56 -2.28 -3.28
H 0.68 1.07 -2.45
H -0.05 -3.02 0.40
H 2.35 -0.81 1.93
H 2.06 0.46 -1.58
H -1.63 2.27 0.65
C 1.08 1.45 2.73
H 3.28 2.32 0.01
C 1.36 1.26 -1.57
H -2.54 -1.39 1.97
H 3.08 -0.25 0.35
H 0.28 0.75 2.78
H -0.78 3.17 -0.60
H 3.44 2.92 1.77
H 3.64 0.21 2.04
H 2.02 3.36 0.93
Si 0.48 1.08 0.07
H -1.98 -3.68 -0.98
H -2.75 -0.99 -3.12
H -3.03 0.03 -1.72
C -2.45 -2.77 -1.40
H 0.72 2.50 2.93
Si -1.00 -0.71 0.03
H -3.28 -2.56 -0.76
*
```

## Properties
- HOMO energy: -0.3303 Ha
- Relative energy (zero: lowest compared OMol25 entry of this formula, charge and spin): 24.9 kcal per mole

Atomic charges from the Löwdin analysis, expressed in e, are listed below: 0.084, 0.075, -0.611, -0.016, 0.041, -0.173, 0.005, 0.006, 0.010, -0.107, -0.006, -0.216, -0.692, -0.197, 0.072, 0.077, -0.119, -0.110, -0.087, 0.084, 0.088, 0.042, 0.019, 0.078, 0.008, 0.031, -0.085, 0.100, -0.210, 0.028, 0.080, 0.043, 0.036, 0.084, 0.066, 0.041, 0.546, 0.083, 0.059, 0.094, -0.066, 0.088, 0.565, 0.062

=====

The following is a quantum chemistry calculation of a structure of composition C22H29N3O10P3SeTa at a distorted geometry, from OMol25.

```
! wB97M-V def2-TZVPD RIJCOSX def2/J DEFGRID3
* xyz 2 1
O 0.61 -3.05 0.46
H -1.58 4.04 -2.35
O 1.70 -4.08 -1.49
H 1.04 -2.56 -3.48
H 2.27 1.78 3.06
H -1.02 -0.17 2.37
C -4.76 -1.64 0.10
C 0.30 -1.86 -3.10
C 0.94 -4.02 1.48
O -0.26 1.87 -0.37
N -9.70 -3.06 -1.31
H 1.45 -3.47 2.27
H 0.51 -0.87 -3.49
H 3.61 -1.38 -1.40
H 3.08 3.14 -0.65
H 2.58 -5.79 -2.20
O 2.46 2.42 -0.81
C -5.34 -1.03 -1.00
O -1.78 3.12 -2.12
N -3.42 -1.26 0.47
H 6.45 -0.73 -0.35
O 0.66 2.67 -2.57
C -6.62 -1.40 -1.37
H -4.94 -3.05 1.71
C 3.66 0.19 1.28
C 1.79 -5.12 -2.51
C -1.69 -0.54 1.61
C -8.63 -2.74 -1.00
H 0.02 -4.47 1.87
C 4.15 1.21 2.10
H 2.05 -4.66 -3.46
H -4.81 -0.27 -1.56
H -7.11 -0.95 -2.22
H -0.70 -2.17 -3.36
H 3.16 -2.24 0.08
H -2.40 -1.51 -1.38
O 1.79 0.50 -2.08
C -3.01 -0.83 1.71
H 8.30 1.05 1.93
O 3.13 2.41 -3.32
C 3.34 1.96 3.12
H 8.29 0.66 0.20
C -2.36 -1.23 -0.34
C -6.71 -2.94 0.50
C 5.49 1.52 1.97
P 0.28 -3.52 -1.03
O 0.42 -1.82 -1.62
C -7.30 -2.36 -0.62
H 7.90 2.29 0.75
P -0.65 2.11 -1.87
C 6.34 0.86 1.08
O -0.92 0.69 -2.28
C -5.42 -2.59 0.86
H 5.90 2.31 2.60
N -1.28 -0.80 0.31
H 3.50 3.03 3.01
Se 1.76 -0.22 1.41
C 3.97 -1.70 -0.41
H 0.85 -5.66 -2.59
H 4.78 -2.41 -0.58
H -7.25 -3.68 1.07
C 5.80 -0.17 0.32
Ta 0.54 0.03 -0.64
H -3.70 -0.76 2.54
H 3.66 1.69 4.12
C 7.78 1.23 0.98
H 1.60 -4.79 1.09
C 4.46 -0.54 0.40
P 2.16 2.05 -2.32
*
```

## Properties
- HOMO energy: -0.5087 Ha
- Relative energy (zero: lowest compared OMol25 entry of this formula, charge and spin): 3.3 kcal per mole

Atomic charges from the Löwdin analysis, expressed in e, are listed below: -0.459, 0.143, -0.339, 0.086, 0.031, 0.094, -0.189, -0.062, -0.061, -0.364, 0.200, 0.088, 0.074, 0.080, 0.131, 0.099, -0.108, 0.007, 0.016, 0.011, 0.130, -0.197, 0.008, 0.128, -0.440, -0.068, -0.095, -0.160, 0.097, -0.300, 0.087, 0.124, 0.134, 0.100, 0.034, 0.150, -0.401, 0.017, 0.096, -0.151, -0.056, 0.083, -0.111, 0.011, 0.005, 0.950, -0.564, -0.202, 0.093, 0.270, -0.235, -0.301, 0.010, 0.138, -0.120, 0.094, 0.893, -0.061, 0.086, 0.097, 0.135, 0.011, 1.639, 0.148, 0.102, -0.027, 0.092, -0.287, 0.338

=====

The following is a quantum chemistry calculation of a cluster of 3 separate species, C3H4Cl3NO in total at a distorted geometry, from OMol25.

```
! wB97M-V def2-TZVPD RIJCOSX def2/J DEFGRID3
* xyz 0 1
H -2.56 -2.35 0.65
H 3.01 -0.38 -0.73
Cl -0.28 -0.35 -1.42
O 1.95 1.69 0.01
Cl -0.07 -1.65 1.31
C -2.22 -1.75 -0.17
C 1.16 2.43 0.41
N 0.44 3.27 0.90
H -2.83 -1.38 -1.01
Cl 2.83 -1.73 -0.79
C -0.92 -1.42 -0.19
H -0.53 3.61 1.02
*
```

## Properties
- HOMO energy: -0.3550 Ha
- Relative energy (zero: lowest compared OMol25 entry of this formula, charge and spin): 0.0 kcal per mole

Atomic charges from the Löwdin analysis, expressed in e, are listed below: 0.047, -0.182, 0.596, 0.104, 0.583, -0.113, -0.439, 0.187, 0.067, 0.205, -1.165, 0.109

=====

The following is a quantum chemistry calculation of a cluster of 2 separate species, C5H6INO3 in total at a distorted geometry, from OMol25.

```
! wB97M-V def2-TZVPD RIJCOSX def2/J DEFGRID3
* xyz 0 1
O 0.61 0.46 1.91
C 1.04 0.52 0.77
I -4.34 0.39 -0.24
H 1.84 2.21 -0.55
H -2.05 1.71 0.51
C 1.31 1.29 -0.51
H 2.97 -0.35 -0.18
N -0.76 -1.23 -0.26
C -1.32 -0.11 0.00
O -0.82 -2.09 0.91
C -2.25 0.77 0.03
O -0.23 -1.68 -1.25
H 0.05 -2.03 1.27
H 1.50 -0.89 -0.90
C 1.91 -0.09 -0.25
H 0.53 1.13 -1.27
*
```

## Properties
- HOMO energy (alpha / beta): -0.3467 / -0.3467 Ha
- Relative energy (zero: lowest compared OMol25 entry of this formula, charge and spin): 167.9 kcal per mole

Atomic charges from the Löwdin analysis, expressed in e, are listed below: 0.076, -0.391, 0.784, 0.093, 0.043, -0.034, 0.118, -0.306, -0.166, 0.094, -0.540, 0.032, 0.090, 0.093, -0.087, 0.103

=====

The following is a quantum chemistry calculation of the molecule C4H3IN2 at a distorted geometry, from OMol25.

```
! wB97M-V def2-TZVPD RIJCOSX def2/J DEFGRID3
* xyz 0 1
H 0.06 0.56 1.81
C -0.98 1.42 0.29
N -0.88 -1.87 -0.15
H -0.65 -2.53 -0.88
C 0.81 0.18 -0.38
N -1.46 2.18 -0.40
C -0.14 0.41 0.84
C -0.23 -0.84 -0.01
I 2.89 -0.24 0.07
H 0.59 0.74 -1.17
*
```

## Properties
- HOMO energy: -0.3604 Ha
- Relative energy (zero: lowest compared OMol25 entry of this formula, charge and spin): 42.4 kcal per mole

Atomic charges from the Löwdin analysis, expressed in e, are listed below: 0.096, -0.233, 0.194, 0.077, -0.575, 0.174, -0.193, -0.357, 0.789, 0.027

=====

The following is a quantum chemistry calculation of a cluster of 12 separate species, C36H96O36S12 in total at a distorted geometry, from OMol25.

```
! wB97M-V def2-TZVPD RIJCOSX def2/J DEFGRID3
* xyz 0 1
S -26.90 -9.12 -8.51
C -28.10 -18.33 -2.32
H -24.83 -12.42 -0.25
H -26.81 -15.60 -5.95
H -23.13 -3.19 -3.26
H -27.59 -18.15 -7.32
C -23.88 -18.16 -3.86
H -28.10 -11.29 -7.37
O -28.03 -9.77 -9.22
O -28.56 -9.51 0.38
C -26.58 -16.41 -6.64
O -25.66 -10.48 3.08
O -22.17 -13.29 1.12
C -25.32 -9.90 -9.16
O -24.70 -6.68 -1.62
C -26.20 -9.66 6.00
S -27.23 -20.41 0.91
H -21.94 -4.60 -5.17
C -21.01 -14.95 -0.74
C -27.47 -17.64 -6.36
H -26.72 -17.90 -0.65
S -27.97 -15.02 1.23
O -24.73 -12.24 -2.32
H -22.23 -5.33 -3.62
H -25.21 -5.16 0.91
H -29.99 -16.29 3.02
H -24.93 -9.47 -1.34
H -26.73 -22.65 0.23
H -32.98 -17.77 -4.26
O -26.53 -8.19 2.47
H -28.40 -17.54 4.81
H -31.56 -9.01 -0.84
O -25.16 -16.76 -6.65
C -25.53 -8.66 6.99
C -27.50 -7.29 -0.71
C -23.15 -2.77 0.40
C -25.17 -10.35 -0.74
H -23.43 -18.35 2.79
H -22.32 -17.40 0.64
H -25.10 -10.11 0.32
H -27.17 -18.32 -5.56
H -24.65 -18.09 -3.10
O -26.57 -7.70 -8.69
O -27.07 -9.59 -6.90
H -23.95 -3.12 -4.85
H -24.56 -9.43 -8.55
O -29.72 -15.97 -4.17
H -25.54 -10.40 5.56
H -20.49 -13.99 -0.72
H -23.71 -3.15 1.26
S -26.60 -9.35 3.33
C -24.16 -14.34 -7.60
H -24.96 -14.86 -0.72
O -29.57 -7.25 0.92
H -25.15 -7.76 6.51
H -21.69 -18.33 -6.22
C -25.15 -14.97 -1.79
H -23.70 -7.96 -3.53
C -27.52 -13.45 1.93
S -25.96 -13.42 -2.38
C -23.02 -17.35 2.65
H -24.58 -9.12 7.26
O -26.60 -8.83 4.95
H -22.02 -4.42 0.51
H -28.66 -10.27 4.36
H -28.26 -13.19 2.69
C -30.80 -9.17 -1.61
H -25.15 -19.24 -4.96
H -24.80 -6.83 1.40
H -30.34 -10.15 -1.52
H -24.12 -17.31 0.91
O -23.45 -4.62 -0.96
H -34.57 -17.10 -4.83
H -23.88 -2.37 -0.29
C -27.25 -18.73 -1.10
H -27.72 -6.24 -0.54
H -27.76 -18.28 3.40
H -26.23 -10.46 -0.94
C -31.39 -9.11 -3.06
H -23.53 -16.74 3.39
C -24.50 -11.69 -0.99
C -22.76 -8.18 -4.05
O -22.29 -15.80 -4.40
H -21.73 -15.18 -1.51
O -23.58 -5.92 -5.12
H -28.16 -11.96 -4.86
O -21.59 -7.09 -6.15
O -27.98 -19.43 -0.19
S -21.52 -16.99 -3.96
O -28.05 -20.71 2.07
H -28.98 -17.74 -2.09
S -21.73 -14.61 0.94
H -24.43 -4.27 -3.61
S -28.98 -8.14 -0.05
H -30.91 -13.57 -2.01
H -27.56 -17.74 -3.06
H -26.38 -19.22 -1.54
H -20.07 -17.54 -5.76
C -28.69 -17.90 3.82
O -27.00 -13.04 -1.46
H -23.47 -19.72 -5.24
H -21.98 -17.35 2.98
H -28.43 -22.19 -0.12
O -22.61 -18.06 -3.19
H -33.90 -16.81 -3.23
S -22.91 -7.33 -5.67
H -26.46 -11.56 -6.80
O -23.11 -15.53 0.94
C -24.21 -19.47 -4.48
H -32.37 -9.58 -3.10
H -28.58 -19.24 -2.67
O -32.02 -15.16 -3.73
H -27.01 -10.26 6.41
H -26.95 -15.97 -7.57
H -25.85 -15.79 -1.91
H -29.36 -14.51 -2.12
H -23.57 -5.59 1.66
C -29.05 -16.79 2.82
H -29.14 -17.35 1.88
H -25.23 -9.66 -10.22
O -28.02 -15.88 2.63
O -26.24 -13.67 -3.80
H -21.90 -7.94 -3.42
O -30.63 -13.78 -5.15
H -29.02 -9.41 2.84
H -22.39 -2.01 0.60
C -23.14 -16.90 1.16
H -28.67 -10.27 -5.04
H -31.32 -8.12 -3.52
O -29.80 -8.15 -1.50
O -20.79 -15.08 1.99
C -27.35 -10.95 -6.65
H -25.14 -13.90 -7.77
C -22.50 -3.90 -0.32
H -32.35 -15.83 -5.72
H -22.77 -9.23 -4.33
H -30.84 -9.85 -3.64
H -27.86 -12.78 1.15
H -27.00 -10.67 -4.62
H -28.44 -17.30 -6.01
O -22.96 -16.87 -7.94
C -22.74 -4.93 -4.50
H -24.23 -15.05 -2.36
H -25.43 -10.99 -9.12
H -21.79 -3.64 -1.11
H -23.42 -11.70 -0.81
H -26.63 -7.59 -0.12
O -25.14 -16.35 -9.17
H -29.69 -12.87 -2.98
O -23.96 -7.98 -6.44
H -23.41 -13.80 -8.18
S -30.50 -14.73 -4.07
C -27.86 -10.98 -5.21
H -27.12 -21.59 -1.22
C -27.39 -21.89 -0.20
H -28.27 -11.01 2.82
S -24.26 -16.23 -8.00
C -32.90 -15.60 -4.81
O -25.85 -20.03 0.93
H -27.58 -7.51 -1.78
H -29.38 -18.75 3.81
C -28.31 -10.06 3.35
S -23.70 -6.22 -0.67
H -20.52 -19.01 -5.10
H -33.51 -14.71 -4.99
C -24.41 -5.89 1.02
H -20.33 -15.80 -0.74
H -24.09 -17.37 -4.59
H -25.99 -8.45 7.95
C -30.05 -13.83 -2.63
O -22.33 -6.73 -0.65
O -20.41 -16.86 -3.03
H -24.38 -20.34 -3.83
C -33.65 -16.91 -4.29
O -26.86 -15.53 0.40
H -24.03 -14.22 -6.52
H -26.47 -13.32 2.18
C -20.97 -18.08 -5.44
C -23.57 -3.77 -4.07
O -29.34 -14.92 0.66
*
```

## Properties
- HOMO energy: -0.3857 Ha
- Relative energy (zero: lowest compared OMol25 entry of this formula, charge and spin): 206.9 kcal per mole

Here are the Löwdin charges for atoms 1 to 99, given in e: 0.717, -0.042, 0.099, 0.105, 0.072, 0.080, -0.310, 0.111, -0.337, -0.336, -0.254, -0.320, -0.264, -0.090, -0.290, -0.276, 0.667, 0.118, -0.076, -0.050, 0.096, 0.702, -0.248, 0.109, 0.082, 0.121, 0.063, 0.066, 0.071, -0.297, 0.077, 0.117, -0.289, -0.047, -0.099, -0.064, -0.046, 0.070, 0.121, 0.072, 0.052, 0.103, -0.302, -0.262, 0.086, 0.044, -0.310, 0.104, 0.066, 0.074, 0.729, -0.060, 0.036, -0.290, 0.079, 0.046, -0.091, 0.041, -0.115, 0.682, -0.065, 0.067, -0.291, 0.116, 0.067, 0.068, -0.253, 0.066, 0.037, 0.102, 0.111, -0.301, 0.070, 0.087, -0.350, 0.071, 0.060, 0.062, -0.039, 0.078, -0.260, -0.101, -0.324, 0.044, -0.260, 0.056, -0.283, -0.254, 0.729, -0.281, 0.070, 0.641, 0.077, 0.692, 0.083, 0.069, 0.104, 0.060, -0.049

=====

The following is a quantum chemistry calculation of a cluster of 3 separate species, C10H9NO2 in total at a distorted geometry, from OMol25.

```
! wB97M-V def2-TZVPD RIJCOSX def2/J DEFGRID3
* xyz 0 1
C 2.06 2.61 0.37
H -2.10 -2.38 -1.55
H 3.01 3.21 0.46
O -1.14 -2.31 1.83
C 0.53 0.54 -0.67
H -1.21 -3.48 -0.47
H 0.01 -0.61 3.28
C 1.73 2.54 -0.95
C -0.81 -1.41 1.08
H 2.18 3.46 -1.55
C 0.97 0.53 0.80
N -1.08 -1.30 -0.27
C -1.79 -2.65 -0.66
C -0.65 -0.42 -1.10
C 0.66 1.68 -1.45
H 2.17 1.65 2.29
H 0.09 1.96 -2.48
H -2.70 -2.53 0.02
C 1.77 1.51 1.27
C -0.24 -0.01 1.82
O -1.07 -0.50 -2.19
H -1.55 0.80 1.84
*
```

## Properties
- HOMO energy: -0.3344 Ha
- Relative energy (zero: lowest compared OMol25 entry of this formula, charge and spin): 172.9 kcal per mole

Atomic charges from the Löwdin analysis, expressed in e, are listed below: -0.108, 0.017, 0.117, 0.032, -0.042, 0.076, 0.238, -0.110, -0.474, 0.138, -0.167, 0.018, 0.102, -0.490, -0.008, 0.115, 0.170, 0.129, -0.087, -0.013, 0.122, 0.223

=====

Q: Which formula does entry 7 have?
A: C36H96O36S12

=====

Q: What is the relative energy (zero: lowest compared OMol25 entry of this formula, charge and spin) in the third record?
A: 3.3 kcal per mole

=====

Q: Among the records above, which one has the lowest relative energy (zero: lowest compared OMol25 entry of this formula, charge and spin)?
A: C3H4Cl3NO

=====

Q: Which value of relative energy (zero: lowest compared OMol25 entry of this formula, charge and spin) does entry 4 give?
A: 0.0 kcal per mole